[1]
This record from OMol25 describes H20NO13 as an isolated structure at a distorted geometry. The level of theory is ωB97M-V/def2-TZVPD.

Structure (XYZ):
```
34
H20NO13 | OMol25 | ωB97M-V/def2-TZVPD
N 0.04385 0.11988 -0.23297
O -1.20815 0.18788 -0.55697
O 0.47185 -0.80712 0.48803
O 0.85185 0.97288 -0.70097
O 3.72485 0.60688 0.86503
H 2.81985 0.76988 1.15403
H 4.13285 1.56688 0.68803
O 3.06785 -0.39012 -1.86397
H 3.63585 0.34788 -1.82097
H 2.50585 -0.28612 -1.27497
O -1.44615 -2.57312 3.15803
H -0.77915 -1.98912 3.52803
H -1.00615 -2.61712 2.15803
O -1.02815 -0.46812 -3.36197
H -0.98515 -0.35012 -2.50697
H -1.17415 0.31988 -3.91597
O -2.45015 -0.23612 1.31803
H -2.31115 -1.15812 1.33903
H -1.91615 -0.12912 0.40003
O 2.29285 -1.74712 2.32403
H 1.77085 -2.55112 2.59803
H 1.62585 -1.49412 1.76003
O 1.00885 2.24688 -3.33797
H 0.96085 3.20788 -3.24297
H 1.16785 1.71788 -2.59797
O -0.12615 3.57388 -0.36197
H 0.19585 2.67388 -0.61197
H -0.99715 3.74888 -0.04597
O -1.03415 -3.22412 0.77603
H -0.56315 -2.37712 0.48603
H -0.82715 -3.74812 0.03903
O -4.49715 1.38688 0.87703
H -4.22415 1.89488 1.56503
H -3.70415 0.80288 0.91303
```

Values from the calculation:
Orbital gap = 10.014 eV
HOMO = -7.47 eV
Energy relative to the best compared isomer or geometry (same formula, charge and spin) = 109.72 kcal/mol
M = 242.15 g mol⁻¹
Electronic energy = -1044.73421 a.u.
Charge = -1

Mulliken atomic charge list, values in e, 4 entries: 1.108, -0.591, -0.801, -0.732

[2]
This record from OMol25 describes one molecule with the formula C2H3NO2 at a distorted geometry. The level of theory is ωB97M-V/def2-TZVPD.

Structure (XYZ):
```
8
C2H3NO2 | OMol25 | ωB97M-V/def2-TZVPD
C 1.13123 -0.22428 0.24294
N 0.15693 0.13177 -0.48653
O 0.24272 0.58367 -1.59664
C -1.21109 0.08242 0.09903
O -2.18319 0.45768 -0.43468
H 2.04264 -0.26026 -0.22553
H 0.87393 -0.56087 1.20267
H -1.05318 -0.21013 1.19875
```

Values from the calculation:
Orbital gap = 9.223 eV
HOMO = -9.51 eV
Energy relative to the best compared isomer or geometry (same formula, charge and spin) = 82.28 kcal/mol
M = 73.05 g mol⁻¹
SMILES = C=[N+]([O-])C=O
Electronic energy = -283.12689 a.u.

Mulliken atomic charge list, values in e, 4 entries: -0.278, 0.477, -0.635, 0.142

[3]
This record from OMol25 describes an isolated ion of composition C5H12N2 and charge +1 at a distorted geometry. The level of theory is ωB97M-V/def2-TZVPD.

Structure (XYZ):
```
19
C5H12N2 | OMol25 | ωB97M-V/def2-TZVPD
N -1.07826 0.54105 0.80755
C -0.25993 1.61346 1.38468
C 1.22014 1.32781 0.82382
C 1.08340 0.01281 0.10197
C -0.31716 0.00628 -0.28059
C -0.82662 -1.40742 -0.67505
N -0.32759 -2.12755 -1.92206
H -2.04738 0.64563 0.72315
H -0.77457 2.49215 1.18163
H -0.21463 1.49422 2.46621
H 1.93412 1.19075 1.56882
H 1.45291 2.11726 0.16791
H 1.71557 -0.08751 -0.74299
H 1.27221 -0.88204 0.76216
H -0.54903 0.68421 -1.12541
H -0.55241 -2.04385 0.24459
H -1.93602 -1.58898 -0.77937
H -0.49645 -1.57360 -2.74267
H 0.70170 -2.41469 -1.96433
```

Values from the calculation:
Orbital gap (alpha / beta) = 10.397 / 5.618 eV
HOMO (alpha / beta) = -13.47 / -13.40 eV
Energy relative to the best compared isomer or geometry (same formula, charge and spin) = 46.45 kcal/mol
M = 100.16 g mol⁻¹
Multiplicity = 2
Electronic energy = -306.87721 a.u.
Expectation value of S² = 0.75
Charge = +1

Mulliken atomic charge list, values in e, 4 entries: 0.015, -0.546, -0.687, -0.614

[4]
This record from OMol25 describes a 2-piece molecular cluster, C7H7ClS overall at a distorted geometry. The level of theory is ωB97M-V/def2-TZVPD.

Structure (XYZ):
```
16
C7H7ClS | OMol25 | ωB97M-V/def2-TZVPD
C -0.26581 -2.21548 0.68063
C -1.32444 -1.38890 0.25103
C 0.98677 -1.67076 0.84313
C -0.99220 -0.19044 -0.29267
C 1.27137 -0.34499 0.48525
C 0.28320 0.32359 -0.17370
C 0.75193 2.98098 -1.44552
S -0.68311 3.94882 -1.06143
Cl 2.26345 3.20229 -0.64203
H -0.30413 -3.19994 1.01467
H -2.40222 -1.52701 0.13098
H 1.74474 -2.20979 1.25435
H -1.86541 0.30812 -0.77547
H 2.19201 -0.00152 0.68219
H 0.55896 2.38150 -2.25915
H -0.17150 4.29658 0.11168
```

Values from the calculation:
Orbital gap (alpha / beta) = 9.107 / 7.497 eV
HOMO (alpha / beta) = -8.94 / -7.59 eV
Energy relative to the best compared isomer or geometry (same formula, charge and spin) = 88.73 kcal/mol
M = 158.65 g mol⁻¹
Electronic energy = -1129.13107 a.u.

Mulliken atomic charge list, values in e, 4 entries: -0.551, -0.329, -0.318, -0.248